# C50H54F30N12O21S10

A 9-piece molecular cluster, C50H54F30N12O21S10 overall at a distorted geometry (ωB97M-V/def2-TZVPD, the OMol25 dataset).

HOMO in eV: -11.9
Total charge: +2
Lowest unoccupied orbital energy in eV: -5.97
Kohn-Sham gap in eV: 5.939

CARTESIAN COORDINATES (ANGSTROEM)
C: 1.4744 -11.9358 2.0016
C: 2.2104 -10.5758 2.1619
C: 1.7004 -9.7911 3.4238
O: 2.1655 -8.4545 3.2179
C: 1.6609 -7.6157 4.1981
N: 3.6838 -10.6934 2.1313
H: 4.0957 -9.8813 2.5683
H: 3.9732 -11.4780 2.6976
H: 4.0595 -10.8450 1.2061
H: 1.4766 -12.5625 2.8934
H: 1.8692 -12.5786 1.2148
H: 0.4380 -11.8434 1.6768
H: 2.0668 -9.8678 1.3457
H: 2.1674 -10.2040 4.3180
H: 0.6179 -9.8706 3.5240
H: 1.9790 -6.6404 3.8295
H: 1.9169 -7.7459 5.2495
H: 0.5715 -7.5813 4.1828
C: 2.2302 -19.2426 6.6420
N: 2.0037 -18.5494 5.3732
C: 2.9816 -18.6347 4.4250
C: 2.8002 -17.8848 3.2284
C: 1.5360 -17.3375 2.8724
C: 0.5666 -17.3781 3.8882
C: 0.8138 -17.9117 5.1490
C: 1.2197 -16.7442 1.5668
C: 0.5462 -15.5320 1.4520
C: 0.3887 -14.9481 0.2057
N: 0.7516 -15.5990 -0.9433
C: 1.4070 -16.8249 -0.8631
C: 1.5554 -17.4109 0.4221
C: 0.5567 -14.9924 -2.2199
H: 1.5776 -20.1146 6.6834
H: 2.1682 -18.5850 7.5091
H: 3.2313 -19.6738 6.6487
H: 3.8237 -19.2183 4.7667
H: 3.5955 -17.7010 2.5212
H: -0.4576 -17.1007 3.6872
H: 0.0686 -17.9911 5.9267
H: 0.1715 -14.9872 2.3059
H: -0.2190 -14.0558 0.1742
H: 1.7065 -17.2926 -1.7894
H: 2.0165 -18.3875 0.4153
H: 0.1528 -13.9941 -2.0518
H: -0.0286 -15.4931 -2.9912
H: 1.5414 -14.9170 -2.6812
C: 1.3078 -10.3756 7.2704
N: 1.0927 -9.3908 8.2966
C: 2.0852 -8.5718 8.6487
C: 1.9222 -7.6163 9.6238
C: 0.7322 -7.5703 10.3842
C: -0.2254 -8.4972 10.0586
C: -0.0385 -9.4438 9.0516
C: 0.5540 -6.5877 11.4699
C: 1.4029 -6.5554 12.6101
C: 1.2310 -5.5282 13.5854
N: 0.1681 -4.6566 13.5337
C: -0.7050 -4.7447 12.4940
C: -0.4886 -5.6486 11.4537
C: -0.0387 -3.7039 14.7158
H: 1.8174 -11.2064 7.7585
H: 1.9918 -9.9336 6.5458
H: 0.4261 -10.6854 6.7095
H: 2.9748 -8.6682 8.0440
H: 2.6561 -6.8662 9.8786
H: -1.1654 -8.6485 10.5684
H: -0.7499 -10.1893 8.7285
H: 2.1416 -7.3159 12.8157
H: 1.8122 -5.5037 14.4954
H: -1.5482 -4.0775 12.5958
H: -1.2032 -5.6281 10.6442
H: -1.0763 -3.7924 15.0380
H: 0.1476 -2.6740 14.4112
H: 0.5535 -4.0706 15.5542
C: 3.8355 -6.2274 -4.2209
N: 3.0637 -5.8991 -3.0188
C: 2.2650 -6.8004 -2.4038
C: 1.4642 -6.3521 -1.3084
C: 1.5956 -5.0554 -0.8162
C: 2.4328 -4.1773 -1.4439
C: 3.0795 -4.5962 -2.6144
C: 0.6948 -4.4965 0.2737
C: 0.2336 -3.1944 0.2964
C: -0.6070 -2.6162 1.2533
N: -0.8919 -3.4119 2.3260
C: -0.3869 -4.6648 2.3828
C: 0.4092 -5.2124 1.4117
C: -1.7467 -2.9212 3.3768
H: 4.7769 -5.6786 -4.2467
H: 3.2403 -6.0191 -5.1100
H: 3.9619 -7.3090 -4.2700
H: 2.2513 -7.7798 -2.8585
H: 0.8105 -7.1174 -0.9167
H: 2.3361 -3.1246 -1.2228
H: 3.7105 -3.9254 -3.1786
H: 0.5356 -2.6121 -0.5616
H: -0.9980 -1.6105 1.2979
H: -0.6059 -5.1715 3.3110
H: 0.6785 -6.2528 1.5188
H: -1.8192 -3.5755 4.2455
H: -2.6753 -2.6137 2.8959
H: -1.2266 -2.0407 3.7540
C: 1.9806 -14.0250 5.3426
F: 2.1419 -14.8083 4.3170
F: 2.6293 -12.8462 5.1801
F: 0.6613 -13.7702 5.4640
S: 2.4936 -14.9992 6.9581
O: 1.3342 -15.8210 7.2616
O: 3.6872 -15.7266 6.5146
N: 2.6650 -13.6589 8.0808
S: 4.1260 -13.7376 8.5318
O: 4.4984 -14.9133 9.2733
O: 4.9983 -13.2752 7.4308
C: 4.2162 -12.2825 9.9239
F: 5.3876 -12.2361 10.5428
F: 3.9114 -11.0850 9.3957
F: 3.2966 -12.7063 10.8099
C: -3.1525 -6.6498 5.9662
F: -3.7067 -7.7738 6.4079
F: -3.0700 -6.7860 4.6428
F: -3.9341 -5.5488 6.2011
S: -1.4003 -6.4826 6.6624
O: -1.6061 -6.2149 8.1086
O: -0.7781 -7.7870 6.3509
N: -0.8028 -5.0338 5.8116
S: 0.4606 -4.7762 6.6627
O: 0.0905 -4.0116 7.8803
O: 1.3868 -5.9314 6.8379
C: 1.5169 -3.7120 5.5752
F: 0.7522 -2.6543 5.2692
F: 2.6206 -3.2935 6.2797
F: 1.7505 -4.4657 4.4918
C: 5.3152 -14.3050 2.3822
F: 4.2606 -13.8212 3.1177
F: 6.4374 -13.5435 2.4551
F: 5.6660 -15.5640 2.6587
S: 4.8352 -14.2164 0.4957
O: 6.0158 -14.8387 -0.1374
O: 3.5445 -14.8841 0.3129
N: 4.5199 -12.5438 0.1833
S: 4.8174 -12.4400 -1.2854
O: 6.1916 -12.6295 -1.7945
O: 3.8390 -13.0804 -2.1560
C: 4.5135 -10.5597 -1.6474
F: 3.2831 -10.2446 -1.3931
F: 5.1910 -9.8267 -0.7687
F: 4.7693 -10.1932 -2.9410
C: -2.1574 -10.9184 -2.7502
F: -3.2306 -10.8061 -3.4598
F: -1.3716 -11.9014 -3.3038
F: -1.4053 -9.8070 -2.8016
S: -2.5751 -11.2985 -0.9096
O: -3.7816 -12.1434 -0.9915
O: -1.3937 -12.0268 -0.4101
N: -3.0363 -9.7334 -0.3213
S: -1.9049 -9.5556 0.6268
O: -2.0204 -10.3753 1.8234
O: -0.5642 -9.3341 0.0846
C: -2.2780 -7.8033 1.2142
F: -3.5630 -7.7497 1.6209
F: -1.5636 -7.4588 2.3224
F: -2.0038 -6.9252 0.2237
C: 6.5365 -10.7780 5.1261
F: 7.2645 -10.8153 6.1817
F: 7.3432 -11.0155 4.0485
F: 5.5155 -11.7261 5.2016
S: 5.5311 -9.0736 5.1377
O: 4.3062 -9.2698 5.8724
O: 6.4848 -8.1100 5.7713
N: 5.2431 -8.9216 3.4532
S: 5.4265 -7.3751 3.2863
O: 4.4272 -6.6442 4.0681
O: 6.8182 -6.8916 3.3316
C: 4.9348 -7.0078 1.4668
F: 4.8744 -5.6359 1.2436
F: 5.8513 -7.6648 0.6152
F: 3.7083 -7.4957 1.2534

Mulliken population analysis, charges in e, atoms 1 to 8: -0.905, 0.793, -0.900, 1.392, -0.624, 1.280, -0.182, -0.291